<P>
Formula: C5H14NO2
Source: OMol25
Level of theory: wB97M-V/def2-TZVPD

For the LUMO energy (spin up / spin down), the calculation gives 0.76 / -2.91 eV. The highest occupied orbital energy (spin up / spin down) comes out at -9.782 / -9.773 eV. The spin multiplicity is 2. Its expectation value of S² is 0.75.

```
22
Properties=species:S:1:pos:R:3:lowdin_charge:R:1
C 0.893 2.459 0.336 -0.24
C 1.965 2.212 1.414 -0.10
C -0.086 1.303 -0.128 -0.25
N 0.652 0.195 -0.784 -0.07
C -0.315 -0.511 -1.652 -0.18
C -0.857 -1.883 -0.981 -0.25
O -0.992 -1.767 0.344 0.02
H 1.386 2.711 -0.591 0.09
H 0.184 3.251 0.538 0.09
H 1.547 1.600 2.205 0.06
H 2.444 3.152 1.745 0.08
H 2.713 1.550 0.984 0.06
H -0.671 0.997 0.746 0.11
H -0.761 1.716 -0.889 0.10
H 0.553 -0.546 0.022 0.12
H -1.309 0.013 -1.784 0.12
H 0.198 -0.621 -2.585 0.10
H -0.170 -2.701 -1.162 0.16
H -1.789 -2.107 -1.453 0.11
H -2.457 -4.120 1.063 0.02
H -1.466 -3.013 1.051 -0.02
O -1.663 -3.891 1.561 -0.12
```

<Q>
Formula: C5H14NO2
Source: OMol25
Level of theory: wB97M-V/def2-TZVPD

For the LUMO energy (spin up / spin down), the calculation gives 0.17 / 0.11 eV. The highest occupied orbital energy (spin up / spin down) comes out at -2.700 / -7.953 eV. The spin multiplicity is 2. Its expectation value of S² is 0.75.

```
22
Properties=species:S:1:pos:R:3:lowdin_charge:R:1
C 1.228 2.442 0.240 -0.19
O -0.251 2.389 0.055 -0.14
C 1.566 1.581 1.485 -0.23
C 1.654 0.082 1.306 -0.26
C 0.343 -0.470 0.860 -0.26
C 0.125 -1.473 0.038 -0.29
N -1.244 -1.900 -0.302 0.05
H 1.470 1.944 -0.721 0.12
H 1.439 3.502 0.343 0.10
H -0.570 3.093 0.621 0.06
H 2.475 2.035 1.911 0.10
H 0.864 1.923 2.262 0.11
H 2.426 -0.136 0.532 0.11
H 2.079 -0.410 2.187 0.09
H -0.428 0.061 1.421 0.07
H 0.912 -2.109 -0.393 0.09
H -1.385 -2.264 -1.295 0.11
H -1.861 -0.986 -0.179 0.19
H -1.517 -2.647 0.388 0.10
H -2.399 -2.289 -3.796 0.06
H -2.966 -1.616 -2.537 0.06
O -2.386 -2.340 -2.837 -0.06
```

Which one is most stable, and which one is least stable? <P> is the most stable of them, while <Q> is the least stable.

<P>
Formula: C3H4ClN
Source: OMol25
Level of theory: wB97M-V/def2-TZVPD

For the LUMO energy, the calculation gives 0.15 eV. The highest occupied orbital energy comes out at -8.753 eV. The spin multiplicity is 1.

```
9
Properties=species:S:1:pos:R:3:lowdin_charge:R:1
C -0.358 1.184 0.498 -0.27
C -0.415 -0.032 0.860 -0.22
C -0.494 -1.311 1.024 0.04
N 0.817 0.257 -2.161 -0.49
Cl 0.382 1.537 -1.261 0.80
H -0.687 2.070 0.993 0.06
H -1.316 -1.842 0.547 0.08
H 0.266 -1.950 1.435 0.06
H 1.804 0.088 -1.936 -0.06
```

<Q>
Formula: C3H4ClN
Source: OMol25
Level of theory: wB97M-V/def2-TZVPD

For the LUMO energy, the calculation gives 0.99 eV. Its SMILES is [H]/N=C/C(=C)Cl. The highest occupied orbital energy comes out at -9.686 eV. The spin multiplicity is 1.

```
9
Properties=species:S:1:pos:R:3:lowdin_charge:R:1
C 0.240 0.747 1.433 -0.09
C -0.605 -0.391 -0.773 -0.20
C 0.563 0.357 0.226 -0.77
N -0.076 -1.122 -1.630 0.06
Cl 2.127 0.366 -0.441 0.66
H 1.005 1.058 2.261 0.09
H -0.862 0.714 1.802 0.09
H -1.687 -0.051 -0.750 0.12
H -0.706 -1.677 -2.129 0.03
```

Which one is most stable, and which one is least stable? <Q> is the most stable of them, while <P> is the least stable.

<P>
Formula: C6H8ClN
Source: OMol25
Level of theory: wB97M-V/def2-TZVPD

For the LUMO energy (spin up / spin down), the calculation gives 0.28 / 0.28 eV. The highest occupied orbital energy (spin up / spin down) comes out at -8.219 / -8.220 eV. The spin multiplicity is 1.

```
16
Properties=species:S:1:pos:R:3:lowdin_charge:R:1
C 0.846 2.110 -0.098 -0.12
C -0.542 1.784 -0.047 -0.11
C 1.617 0.951 -0.016 -0.12
C -0.523 0.431 -0.072 -0.09
C 1.196 -1.385 0.091 -0.03
C -2.184 -1.205 0.025 -0.50
N 0.697 -0.049 0.096 -0.19
Cl -3.689 -0.444 0.145 0.57
H 1.262 3.207 -0.259 0.13
H -1.442 2.360 -0.240 0.09
H 2.675 0.940 0.042 0.10
H 1.262 -1.720 -0.851 0.05
H 2.253 -1.470 0.610 0.15
H 0.548 -2.022 0.570 0.05
H -1.924 -1.876 0.883 0.04
H -2.053 -1.614 -0.878 -0.04
```

<Q>
Formula: C6H8ClN
Source: OMol25
Level of theory: wB97M-V/def2-TZVPD

For the LUMO energy, the calculation gives 0.35 eV. The highest occupied orbital energy comes out at -9.228 eV. The spin multiplicity is 1.

```
16
Properties=species:S:1:pos:R:3:lowdin_charge:R:1
C -1.727 0.457 -0.921 -0.08
C -1.660 1.333 0.063 -0.22
C 0.169 0.654 1.210 -0.23
C -0.409 -0.379 -1.197 -0.03
C 0.921 0.034 0.181 -0.74
C 1.545 -1.238 0.564 -0.13
N -0.926 1.276 1.205 0.08
Cl 2.131 1.114 -0.569 0.66
H -2.510 0.243 -1.727 0.12
H -2.581 1.941 0.287 0.11
H 0.648 0.591 2.154 0.11
H -0.655 -1.457 -1.262 0.09
H 0.042 0.138 -1.998 0.04
H 0.813 -1.806 0.990 0.06
H 2.364 -1.196 1.301 0.11
H 1.836 -1.704 -0.281 0.05
```

Which one is most stable, and which one is least stable? <Q> is the most stable of them, while <P> is the least stable.

<P>
Formula: C2H3NO3
Source: OMol25
Level of theory: wB97M-V/def2-TZVPD

For the LUMO energy, the calculation gives 0.71 eV. The highest occupied orbital energy comes out at -10.171 eV. The spin multiplicity is 1.

```
9
Properties=species:S:1:pos:R:3:lowdin_charge:R:1
C -2.246 0.314 0.322 0.03
C 0.978 0.055 -0.050 -0.66
N 0.435 -1.004 0.292 0.14
O 0.592 1.261 0.417 0.06
O 1.884 0.027 -1.007 0.10
O -2.938 -0.248 -0.371 0.08
H -0.094 1.292 1.112 0.09
H 1.717 -0.703 -1.649 0.15
H -0.328 -0.995 0.934 0.01
```

<Q>
Formula: C2H3NO3
Source: OMol25
Level of theory: wB97M-V/def2-TZVPD

For the LUMO energy, the calculation gives 0.36 eV. The highest occupied orbital energy comes out at -10.639 eV. The spin multiplicity is 1.

```
9
Properties=species:S:1:pos:R:3:lowdin_charge:R:1
C 1.143 0.841 0.439 0.06
C 0.109 -0.498 -0.179 -0.69
N -0.524 -0.011 -1.303 0.13
O -0.624 0.162 1.139 -0.09
O 1.785 1.468 1.135 0.22
O 0.513 -1.636 -0.056 0.07
H -0.495 -0.458 1.873 0.08
H -0.998 0.870 -1.163 0.10
H -0.909 -0.739 -1.885 0.11
```

<R>
Formula: C2H3NO3
Source: OMol25
Level of theory: wB97M-V/def2-TZVPD

For the LUMO energy, the calculation gives 0.71 eV. Its SMILES is O=[N+]([O-])O.C#C. The highest occupied orbital energy comes out at -11.590 eV. The spin multiplicity is 1.

```
9
Properties=species:S:1:pos:R:3:lowdin_charge:R:1
C -0.861 0.467 0.602 0.03
C -0.864 -0.011 -0.496 0.02
N 2.246 -1.939 -0.370 -0.49
O 3.228 -2.511 -0.051 0.14
O 1.942 -0.845 0.406 0.08
O 1.492 -2.179 -1.258 0.09
H -0.886 0.942 1.540 0.04
H 1.064 -0.448 0.175 0.05
H -0.876 -0.506 -1.424 0.04
```

<S>
Formula: C2H3NO3
Source: OMol25
Level of theory: wB97M-V/def2-TZVPD

For the LUMO energy, the calculation gives -0.66 eV. Its SMILES is NC(=O)C(=O)O. The highest occupied orbital energy comes out at -10.707 eV. The spin multiplicity is 1.

```
9
Properties=species:S:1:pos:R:3:lowdin_charge:R:1
C 0.792 -0.084 -0.121 -0.33
C -0.599 -0.194 -0.110 -0.40
H 2.384 1.253 0.047 0.24
H 0.604 1.972 -0.409 0.08
H -2.328 0.705 0.100 0.15
N 1.246 1.219 -0.335 0.15
O 1.318 -1.251 0.440 -0.02
O -1.394 1.029 0.480 -0.06
O -1.241 -1.128 -0.421 0.18
```

Which one is most stable, and which one is least stable? <P> is the most stable of them, while <R> is the least stable.

<P>
Formula: C2H3NO3
Source: OMol25
Level of theory: wB97M-V/def2-TZVPD

For the LUMO energy, the calculation gives 0.44 eV. Its SMILES is O=CNC(=O)O. The highest occupied orbital energy comes out at -10.532 eV. The spin multiplicity is 1.

```
9
Properties=species:S:1:pos:R:3:lowdin_charge:R:1
N -0.215 0.467 -0.019 0.11
C 0.194 -0.761 -0.527 -0.58
C 0.352 1.090 1.050 -0.39
O -0.774 -1.223 -1.343 0.11
O 1.289 -1.229 -0.432 0.15
O 1.430 1.059 1.527 0.12
H -0.413 -1.967 -1.850 0.13
H -1.236 0.865 0.184 0.19
H -0.629 1.698 1.410 0.15
```

<Q>
Formula: C2H3NO3
Source: OMol25
Level of theory: wB97M-V/def2-TZVPD

For the LUMO energy, the calculation gives 0.04 eV. Its SMILES is O=[N+]([O-])[C@@H]1CO1. The highest occupied orbital energy comes out at -11.448 eV. The spin multiplicity is 1.

```
9
Properties=species:S:1:pos:R:3:lowdin_charge:R:1
C 1.206 -0.147 -0.305 -0.03
C 0.024 0.126 0.577 -0.21
N -1.335 -0.014 -0.044 -0.35
O -1.897 1.073 -0.162 0.07
O -1.696 -1.083 -0.468 0.11
O 0.801 -0.974 0.761 0.06
H 0.990 -0.393 -1.366 0.14
H 2.015 0.465 -0.151 0.09
H -0.109 0.946 1.156 0.12
```

<R>
Formula: C2H3NO3
Source: OMol25
Level of theory: wB97M-V/def2-TZVPD

For the LUMO energy, the calculation gives -0.49 eV. Its SMILES is O=CC(=O)NO. The highest occupied orbital energy comes out at -10.141 eV. The spin multiplicity is 1.

```
9
Properties=species:S:1:pos:R:3:lowdin_charge:R:1
C -0.117 -0.392 0.235 -0.47
C 0.959 -0.854 -0.794 -0.10
H -1.384 0.675 1.423 0.12
H -0.033 1.403 -0.675 0.18
H 1.294 -0.137 -1.520 0.11
N -0.234 0.898 0.212 -0.04
O -1.264 1.455 0.817 0.04
O -0.695 -1.068 1.061 0.10
O 1.476 -1.980 -0.759 0.08
```

Which one is most stable, and which one is least stable? <P> is the most stable of them, while <Q> is the least stable.

<P>
Formula: C2H3NO3
Source: OMol25
Level of theory: wB97M-V/def2-TZVPD

For the LUMO energy, the calculation gives -0.58 eV. Its SMILES is NC(=O)C(=O)O. The highest occupied orbital energy comes out at -10.798 eV. The spin multiplicity is 1.

```
9
Properties=species:S:1:pos:R:3:lowdin_charge:R:1
C 0.609 -0.320 1.086 -0.42
C -0.312 -0.553 -0.119 -0.40
N -0.549 0.543 -0.925 0.10
O 1.116 0.929 1.116 0.11
O 0.991 -1.288 1.736 0.13
O -0.689 -1.700 -0.366 0.13
H 0.735 1.435 0.365 0.10
H -1.559 0.669 -1.001 0.12
H -0.343 0.286 -1.890 0.12
```

<Q>
Formula: C2H3NO3
Source: OMol25
Level of theory: wB97M-V/def2-TZVPD

For the LUMO energy, the calculation gives -0.26 eV. Its SMILES is O=C=O.CN=O. The highest occupied orbital energy comes out at -9.654 eV. The spin multiplicity is 1.

```
9
Properties=species:S:1:pos:R:3:lowdin_charge:R:1
C -0.305 -2.131 -0.221 -0.46
C 0.419 1.101 -0.184 -0.10
N -0.584 1.598 0.786 -0.07
O -1.307 -1.707 -0.644 0.19
O 0.658 -2.630 0.124 0.23
O -1.042 0.643 1.408 -0.04
H 1.430 1.267 0.255 0.09
H 0.261 0.030 -0.420 0.04
H 0.470 1.829 -1.104 0.11
```

Which one is most stable, and which one is least stable? <P> is the most stable of them, while <Q> is the least stable.